Record 1
15
Properties=species:S:1:pos:R:3 method="wB97M-V/def2-TZVPD" orbital_gap_ha=0.36196 max_force_ev_per_a=3.98 lumo_energy_ha=-0.1449 relative_energy_kj_mol=73.4 total_charge=+1 smiles=C[C@@H](O)[C@H]([NH3+])I total_energy_ev=-14887.157
C 1.046 0.807 0.619
C -0.364 0.977 0.103
O -0.445 1.002 -1.268
C -1.177 -0.340 0.373
N -0.786 -1.277 -0.843
I -3.342 -0.013 0.079
H 1.585 0.468 -0.263
H 1.514 1.718 0.917
H 1.146 0.142 1.408
H -0.749 1.906 0.564
H 0.142 1.764 -1.470
H -0.970 -0.713 1.431
H -1.551 -1.353 -1.568
H -0.653 -2.341 -0.591
H 0.192 -1.029 -1.145

Record 2
15
Properties=species:S:1:pos:R:3 method="wB97M-V/def2-TZVPD" orbital_gap_ha=0.36987 max_force_ev_per_a=4.25 lumo_energy_ha=-0.1442 relative_energy_kj_mol=70.4 total_charge=+1 smiles=CC[C@@]([NH3+])(O)I total_energy_ev=-14887.187
C -0.341 1.667 -1.044
C 0.423 0.445 -0.429
C -0.267 -0.715 0.226
N 0.830 -1.394 0.995
O -1.315 -0.307 1.247
I -1.265 -1.981 -1.222
H -1.103 1.398 -1.802
H -0.869 2.023 -0.185
H 0.301 2.481 -1.227
H 1.070 0.872 0.267
H 1.172 -0.085 -1.221
H 0.950 -1.039 1.946
H 0.636 -2.342 1.116
H 1.792 -1.283 0.477
H -2.014 0.260 0.856

Record 3
16
Properties=species:S:1:pos:R:3 method="wB97M-V/def2-TZVPD" orbital_gap_ha="0.23199 / 0.23530" max_force_ev_per_a=3.91 lumo_energy_ha="0.0057 / -0.0892" relative_energy_kj_mol=70.5 total_charge=0 multiplicity=3 total_energy_ev=-32115.189
C 0.786 1.243 1.014
C -0.279 0.089 -1.858
C -0.476 -1.449 0.979
O -2.595 2.690 -0.299
Si -0.375 0.144 0.010
S -2.590 1.535 0.606
I -4.140 -0.267 -0.315
H 1.791 1.121 0.863
H 0.722 2.355 0.794
H 0.582 1.136 2.028
H -0.148 1.172 -2.292
H 0.596 -0.406 -2.199
H -1.174 -0.441 -2.323
H -1.549 -1.746 1.148
H 0.287 -2.208 0.508
H -0.028 -1.339 2.089

Record 4
13
Properties=species:S:1:pos:R:3 method="wB97M-V/def2-TZVPD" orbital_gap_ha="0.11388 / 0.28757" max_force_ev_per_a=2.10 lumo_energy_ha="0.1600 / 0.1523" relative_energy_kj_mol=83.6 total_charge=-1 multiplicity=2 total_energy_ev=-4744.490
C 1.692 -0.809 -0.250
C 1.012 0.064 0.760
H 0.973 -1.317 -0.895
H 2.292 -1.583 0.256
H 2.425 -0.297 -0.882
H 0.136 -0.391 1.219
H 1.676 0.451 1.533
H 0.592 0.943 0.247
C -2.244 0.383 -0.037
N -2.244 1.428 -0.805
H -3.021 0.250 0.719
H -1.538 -0.443 -0.190
H -1.752 1.322 -1.674

Record 5
13
Properties=species:S:1:pos:R:3 method="wB97M-V/def2-TZVPD" orbital_gap_ha=0.35023 max_force_ev_per_a=1.01 lumo_energy_ha=0.0434 relative_energy_kj_mol=79.7 total_charge=0 smiles=CN(C)C total_energy_ev=-4746.283
C 0.131 0.949 -1.028
N 0.363 -0.210 -0.180
C 0.664 0.181 1.195
C -0.727 -1.169 -0.225
H 1.068 1.478 -1.107
H -0.603 1.654 -0.634
H -0.058 0.589 -2.028
H -0.175 -0.051 1.869
H 1.472 -0.435 1.596
H 0.892 1.244 1.261
H -0.519 -1.950 0.503
H -0.811 -1.544 -1.248
H -1.698 -0.738 0.026

Record 6
13
Properties=species:S:1:pos:R:3 method="wB97M-V/def2-TZVPD" orbital_gap_ha=0.37931 max_force_ev_per_a=5.24 lumo_energy_ha=0.0454 relative_energy_kj_mol=147.3 total_charge=0 smiles=CCNC total_energy_ev=-4745.582
C 1.893 -0.166 0.564
C 0.336 0.506 0.176
N -0.421 -0.637 -0.068
C -1.940 -0.069 -0.475
H 2.264 -0.787 -0.246
H 2.545 0.694 0.690
H 1.788 -0.736 1.480
H 0.472 1.196 -0.671
H -0.009 1.028 1.070
H -0.078 -1.109 -0.902
H -2.378 -0.785 -1.166
H -2.466 -0.062 0.477
H -2.005 0.927 -0.930

Record 7
13
Properties=species:S:1:pos:R:3 method="wB97M-V/def2-TZVPD" orbital_gap_ha=0.39347 max_force_ev_per_a=5.91 lumo_energy_ha=0.0402 relative_energy_kj_mol=203.1 total_charge=0 smiles="C=N.CC" total_energy_ev=-4745.004
C -2.378 1.762 -0.068
N -3.360 1.111 -0.602
H -1.359 1.538 -0.568
H -2.465 2.426 0.866
H -4.288 1.182 -0.426
C 3.136 -1.604 0.618
C 1.911 -0.989 -0.101
H 4.118 -1.414 0.090
H 3.039 -2.736 0.566
H 3.261 -1.371 1.620
H 1.720 -1.570 -1.036
H 1.269 -0.908 0.751
H 2.206 0.054 -0.342

Record 8
14
Properties=species:S:1:pos:R:3 method="wB97M-V/def2-TZVPD" orbital_gap_ha="0.28565 / 0.24298" max_force_ev_per_a=2.66 lumo_energy_ha="0.0389 / -0.0013" relative_energy_kj_mol=530.8 total_charge=0 multiplicity=2 total_energy_ev=-6229.748
C -0.704 1.170 1.238
N -0.577 1.617 -0.056
H -1.421 0.344 1.441
H -1.087 2.272 1.199
H -0.011 1.174 2.139
H -0.789 2.432 -0.619
C -0.536 -1.632 -0.426
C 0.521 -0.885 -0.863
N 1.855 -1.026 -0.735
H -1.245 -2.068 -1.126
H -0.986 -1.471 0.547
H 0.232 -0.145 -1.624
H 2.339 -1.501 0.020
H 2.410 -0.282 -1.133

Record 9
14
Properties=species:S:1:pos:R:3 method="wB97M-V/def2-TZVPD" orbital_gap_ha=0.30550 max_force_ev_per_a=3.67 lumo_energy_ha=-0.1386 relative_energy_kj_mol=305.4 total_charge=+1 total_energy_ev=-6227.883
C -1.283 0.948 -0.801
C -0.287 0.355 0.139
N 0.392 1.238 1.062
C 0.311 -0.882 0.157
N 0.814 -1.854 -0.613
H -0.838 1.490 -1.635
H -1.681 0.186 -1.345
H -2.148 1.496 -0.442
H 1.056 1.820 0.535
H -0.261 1.902 1.585
H 0.888 0.720 1.866
H 0.033 -1.284 1.149
H 1.302 -1.726 -1.490
H 0.757 -2.824 -0.332

Record 10
14
Properties=species:S:1:pos:R:3 method="wB97M-V/def2-TZVPD" orbital_gap_ha=0.38661 max_force_ev_per_a=1.66 lumo_energy_ha=-0.1606 relative_energy_kj_mol=140.5 total_charge=+1 smiles="C=[N+](C)CN" total_energy_ev=-6229.592
C -1.479 0.174 -0.662
N -0.371 -0.326 -0.324
C -0.014 -1.710 -0.704
C 0.609 0.324 0.933
N 1.077 1.558 0.734
H -1.732 1.183 -0.367
H -2.191 -0.363 -1.274
H -0.318 -2.396 0.082
H 1.065 -1.777 -0.830
H -0.495 -1.977 -1.642
H -0.151 0.247 1.696
H 1.330 -0.473 0.939
H 1.873 1.723 0.146
H 0.457 2.338 0.855

Record 11
14
Properties=species:S:1:pos:R:3 method="wB97M-V/def2-TZVPD" orbital_gap_ha="0.25843 / 0.30350" max_force_ev_per_a=6.87 lumo_energy_ha="-0.1219 / -0.2744" relative_energy_kj_mol=113.0 total_charge=+1 multiplicity=3 total_energy_ev=-6224.744
C -0.994 -0.713 -0.727
C 0.228 0.451 0.411
C -0.218 1.730 0.857
N 1.363 -0.139 0.454
N -0.242 -1.677 -1.306
H -1.718 -1.166 -0.098
H -1.322 0.201 -1.289
H -1.020 2.039 0.242
H 0.440 2.512 1.354
H -0.608 1.562 1.778
H 1.586 -1.081 0.150
H 2.135 0.130 1.110
H 0.091 -2.520 -0.851
H 0.281 -1.330 -2.084

Record 12
15
Properties=species:S:1:pos:R:3 method="wB97M-V/def2-TZVPD" orbital_gap_ha="0.29236 / 0.29259" max_force_ev_per_a=5.11 lumo_energy_ha="-0.1888 / -0.1887" relative_energy_kj_mol=551.6 total_charge=+1 total_energy_ev=-8273.357
C -0.677 0.698 -1.002
C -0.559 0.248 2.080
C 1.718 -0.806 -1.348
N -0.264 -0.550 0.955
N -0.072 -0.237 -0.292
O -1.831 1.179 -0.737
H -0.181 0.914 -1.955
H -0.035 -0.113 2.976
H -0.094 1.228 2.004
H -1.570 0.116 2.382
H 2.746 -0.487 -1.082
H 1.394 -0.385 -2.300
H 1.686 -1.886 -1.300
H -0.079 -1.467 1.087
H -2.181 1.546 -1.469

Record 13
15
Properties=species:S:1:pos:R:3 method="wB97M-V/def2-TZVPD" orbital_gap_ha=0.33817 max_force_ev_per_a=4.43 lumo_energy_ha=-0.1637 relative_energy_kj_mol=472.4 total_charge=+1 smiles="C[NH+](C)CN=O" total_energy_ev=-8274.178
C 0.374 -1.141 0.724
N 0.138 0.109 -0.109
C 0.182 1.302 0.662
C -1.113 0.219 -0.938
N -2.260 -0.325 0.026
O -3.363 -0.182 -0.300
H -0.487 -1.650 1.185
H 0.872 -1.958 0.140
H 1.067 -0.783 1.444
H 0.895 0.059 -0.803
H 1.204 1.357 1.063
H 0.080 2.173 0.070
H -0.547 1.231 1.520
H -1.014 -0.562 -1.683
H -1.418 1.133 -1.327

Record 14
15
Properties=species:S:1:pos:R:3 method="wB97M-V/def2-TZVPD" orbital_gap_ha="0.26489 / 0.25668" max_force_ev_per_a=5.04 lumo_energy_ha="-0.1256 / -0.2235" relative_energy_kj_mol=203.1 total_charge=+1 multiplicity=3 total_energy_ev=-8272.071
C -2.818 -0.246 0.310
C -1.670 -0.019 -0.297
C 1.367 -0.211 0.716
N 1.446 -1.324 0.068
N 1.950 0.920 -0.055
O -0.648 0.752 0.219
H -3.046 0.176 1.273
H -3.576 -0.857 -0.138
H -1.408 -0.402 -1.270
H 1.808 -1.446 -0.881
H 1.079 -2.159 0.508
H 2.423 0.665 -0.939
H 2.587 1.448 0.550
H 1.125 1.512 -0.262
H -0.933 1.085 1.084

Record 15
16
Properties=species:S:1:pos:R:3 method="wB97M-V/def2-TZVPD" orbital_gap_ha=0.30824 max_force_ev_per_a=2.53 lumo_energy_ha=0.1458 relative_energy_kj_mol=129.0 total_charge=-1 total_energy_ev=-10333.038
O 0.796 -2.074 1.627
C 0.928 -2.866 0.642
O 0.137 -3.040 -0.347
H 1.887 -3.447 0.647
C 0.285 2.406 -0.619
N -0.643 1.694 0.280
C -0.476 0.202 0.327
N -0.849 -0.396 -0.940
H 0.135 3.499 -0.689
H 1.315 2.175 -0.323
H 0.163 1.907 -1.672
H -0.618 2.086 1.216
H -1.064 -0.175 1.197
H 0.528 -0.106 0.469
H -1.905 -0.474 -0.932
H -0.619 -1.392 -0.884

Record 16
16
Properties=species:S:1:pos:R:3 method="wB97M-V/def2-TZVPD" orbital_gap_ha=0.38395 max_force_ev_per_a=1.22 lumo_energy_ha=-0.1370 relative_energy_kj_mol=37.6 total_charge=+1 total_energy_ev=-10326.462
N 0.553 1.490 -0.314
C 0.688 1.502 -1.605
N 1.375 2.393 -2.291
H 0.886 2.209 0.315
H -0.045 0.768 0.084
H 0.220 0.746 -2.226
H 1.520 2.258 -3.269
H 1.815 3.176 -1.832
O -0.334 -2.539 0.425
C -0.653 -1.553 1.009
O -1.444 -0.606 0.373
C -0.291 -1.164 2.409
H -1.721 -1.098 -0.404
H 0.501 -0.418 2.473
H 0.043 -2.040 2.958
H -1.190 -0.772 2.884